{
  "formula": "C45H107N13O11",
  "method": "the ωB97M-V functional and the def2-TZVPD basis",
  "symbols": ["C", "C", "N", "C", "C", "C", "C", "H", "H", "H", "H", "H", "H", "H", "H", "H", "H", "H", "H", "H", "H", "H", "C", "C", "N", "C", "C", "C", "C", "H", "H", "H", "H", "H", "H", "H", "H", "H", "H", "H", "H", "H", "H", "H", "C", "O", "N", "C", "C", "H", "H", "H", "H", "H", "H", "H", "C", "O", "N", "C", "C", "H", "H", "H", "H", "H", "H", "H", "C", "O", "N", "C", "C", "H", "H", "H", "H", "H", "H", "H", "C", "O", "N", "C", "C", "H", "H", "H", "H", "H", "H", "H", "C", "O", "N", "C", "C", "H", "H", "H", "H", "H", "H", "H", "C", "O", "N", "C", "C", "H", "H", "H", "H", "H", "H", "H", "C", "O", "N", "C", "C", "H", "H", "H", "H", "H", "H", "H", "C", "O", "N", "C", "C", "H", "H", "H", "H", "H", "H", "H", "C", "O", "N", "C", "C", "H", "H", "H", "H", "H", "H", "H", "C", "O", "N", "C", "C", "H", "H", "H", "H", "H", "H", "H", "C", "O", "N", "C", "C", "H", "H", "H", "H", "H", "H", "H"],
  "xyz": [[-5.1924, 0.5084, 2.2562], [-4.6318, 1.8688, 1.8872], [-4.6137, 2.0957, 0.4362], [-3.5177, 1.3610, -0.1831], [-3.7048, 1.3081, -1.6967], [-4.5522, 3.5349, 0.1804], [-5.9367, 4.1794, 0.2327], [-4.7601, -0.3253, 1.6974], [-6.2680, 0.4620, 2.0850], [-4.9707, 0.2713, 3.3020], [-5.2042, 2.6282, 2.4159], [-3.5948, 1.9261, 2.2656], [-2.5169, 1.7854, 0.0295], [-3.4993, 0.3396, 0.1928], [-3.6178, 2.2919, -2.1589], [-2.9051, 0.7156, -2.1453], [-4.7029, 0.9460, -1.9384], [-4.2135, 3.6924, -0.8488], [-3.7927, 4.0493, 0.7837], [-6.3361, 4.1238, 1.2500], [-6.6141, 3.7329, -0.4854], [-5.8376, 5.2519, 0.0409], [0.6294, -4.6454, -1.5832], [-0.2972, -5.8490, -1.4854], [0.0038, -6.7272, -0.3613], [-1.0235, -7.7465, -0.1704], [-1.0967, -8.8381, -1.2409], [1.3708, -7.2538, -0.4069], [1.6863, -8.1454, 0.7677], [0.6269, -4.1260, -0.6219], [0.2077, -3.9260, -2.2865], [1.6344, -4.9534, -1.8547], [-1.2988, -5.4363, -1.2997], [-0.3761, -6.3514, -2.4629], [-0.8412, -8.2133, 0.8021], [-2.0020, -7.2650, -0.0870], [-0.1863, -9.4376, -1.2902], [-1.9278, -9.5150, -1.0435], [-1.2272, -8.3863, -2.2251], [2.0184, -6.3759, -0.3841], [1.5636, -7.7337, -1.3800], [1.4239, -7.7128, 1.7304], [2.7397, -8.4421, 0.7943], [1.2106, -9.1279, 0.6604], [-0.3669, -0.0493, 5.8282], [0.6711, 0.5895, 5.8427], [-1.3914, 0.1438, 4.9726], [-2.4916, -0.7803, 4.9147], [-1.3062, 1.1398, 3.9291], [-0.5696, -0.8518, 6.5582], [-2.6289, -1.1115, 3.8766], [-3.4637, -0.3405, 5.1656], [-2.3146, -1.6424, 5.5510], [-1.3776, 0.6453, 2.9551], [-2.1738, 1.7989, 4.0102], [-0.3824, 1.6995, 4.0096], [3.7336, -3.0121, -3.2153], [3.3280, -2.5679, -4.2659], [3.5377, -2.5235, -1.9743], [2.8706, -1.2737, -1.7333], [4.2011, -3.1233, -0.8260], [4.3886, -3.9055, -3.1601], [2.1792, -1.4387, -0.9073], [2.2953, -0.9260, -2.5880], [3.6024, -0.5059, -1.4727], [4.5263, -4.1342, -1.0594], [4.9930, -2.4362, -0.5251], [3.5001, -3.2267, 0.0087], [0.7505, 1.6784, -1.7110], [0.2472, 1.7441, -2.8275], [0.4656, 0.7536, -0.7834], [1.0605, 0.8215, 0.5425], [-0.4501, -0.3537, -0.9576], [1.4570, 2.4232, -1.3274], [1.8423, 0.0697, 0.6488], [0.2889, 0.5689, 1.2721], [1.4452, 1.8183, 0.7553], [0.0355, -1.3085, -0.7423], [-1.3257, -0.3039, -0.3138], [-0.7146, -0.3555, -2.0147], [2.5923, 5.0213, -0.6529], [2.0708, 4.1485, 0.0092], [3.5149, 4.8344, -1.6216], [4.0242, 5.9680, -2.3781], [4.0603, 3.5305, -1.9043], [2.3669, 6.0917, -0.5202], [3.9797, 5.7546, -3.4452], [5.0424, 6.2039, -2.0634], [3.3994, 6.8396, -2.1909], [3.8349, 3.2340, -2.9335], [5.1190, 3.4393, -1.6634], [3.5401, 2.7826, -1.3057], [-0.9079, 0.9567, -5.9135], [-1.3827, 1.6314, -6.8078], [-0.8790, -0.3873, -5.8605], [-0.1701, -1.0675, -4.8000], [-1.2525, -1.2175, -6.9709], [-0.4784, 1.4365, -5.0262], [-0.8347, -1.8029, -4.3325], [0.1879, -0.4195, -4.0075], [0.6552, -1.6649, -5.2041], [-0.3924, -1.8164, -7.2797], [-2.0471, -1.9100, -6.6722], [-1.6389, -0.6249, -7.7938], [-0.3026, 6.7859, 1.0282], [-0.0779, 6.9560, 2.2062], [-0.7142, 5.6196, 0.4813], [-1.1790, 5.5328, -0.8784], [-0.7600, 4.4246, 1.2677], [-0.1758, 7.5811, 0.2751], [-2.2709, 5.4933, -0.9298], [-0.7688, 4.6394, -1.3633], [-0.8369, 6.3609, -1.4999], [-1.7829, 4.0997, 1.4706], [-0.2412, 3.6070, 0.7576], [-0.2331, 4.5536, 2.2092], [4.6962, -0.0261, 2.1760], [4.4179, -0.3383, 1.0381], [3.9936, -0.3448, 3.2772], [4.3878, 0.1149, 4.5869], [2.8414, -1.2173, 3.2176], [5.5721, 0.5920, 2.4358], [3.6024, 0.7175, 5.0408], [5.3013, 0.7094, 4.5477], [4.6142, -0.7319, 5.2442], [3.0885, -2.1882, 3.6588], [2.0279, -0.7554, 3.7792], [2.5179, -1.3652, 2.1944], [-0.8265, 6.5158, -4.2544], [-0.4218, 7.5824, -3.8379], [-0.1242, 5.3549, -4.1784], [-0.5052, 4.1771, -4.9272], [1.2383, 5.3549, -3.7065], [-1.8185, 6.3285, -4.6956], [-0.3045, 3.2798, -4.3422], [0.0534, 4.0881, -5.8673], [-1.5511, 4.1751, -5.2320], [1.4082, 6.1330, -2.9687], [1.4202, 4.3796, -3.2385], [1.9662, 5.4376, -4.5214], [-3.1829, -3.5765, -2.5751], [-2.7595, -2.6343, -3.2129], [-3.5176, -3.5552, -1.2594], [-4.1350, -4.6997, -0.6546], [-3.4199, -2.3630, -0.4581], [-3.3729, -4.5619, -3.0329], [-5.2100, -4.5728, -0.4846], [-3.7041, -4.8695, 0.3392], [-3.9712, -5.5883, -1.2598], [-2.6585, -2.3988, 0.3267], [-3.3066, -1.4754, -1.0732], [-4.3788, -2.2399, 0.0637], [-0.5027, -3.6387, 1.8821], [-0.3444, -2.4480, 1.6898], [-0.4449, -4.2664, 3.0700], [-0.1803, -3.5239, 4.2926], [-0.7515, -5.6742, 3.1762], [-0.7332, -4.3309, 1.0552], [-0.9125, -3.7157, 5.0754], [-0.1677, -2.4594, 4.0699], [0.8325, -3.7812, 4.6214], [-1.5715, -5.8295, 3.8801], [-1.0054, -6.1016, 2.2073], [0.1221, -6.2341, 3.5290], [3.1971, 5.6495, 4.1415], [3.6132, 6.4055, 4.9845], [3.4472, 4.3118, 4.1230], [2.9470, 3.4664, 3.0643], [4.3620, 3.7082, 5.0388], [2.5440, 5.9688, 3.3150], [2.4847, 2.5816, 3.5292], [3.7419, 3.1113, 2.4028], [2.1411, 3.9182, 2.4922], [3.8663, 2.9488, 5.6614], [5.1791, 3.1786, 4.5344], [4.7774, 4.4381, 5.7265]],
  "lowdin_charge": [-0.076, -0.249, -0.170, -0.266, -0.066, -0.269, -0.074, 0.048, 0.078, 0.057, 0.112, 0.091, 0.115, 0.073, 0.063, 0.060, 0.085, 0.095, 0.098, 0.062, 0.075, 0.074, -0.071, -0.263, -0.191, -0.270, -0.076, -0.252, -0.087, 0.059, 0.079, 0.062, 0.093, 0.117, 0.097, 0.102, 0.066, 0.075, 0.066, 0.099, 0.125, 0.067, 0.078, 0.069, -0.349, -0.003, -0.182, -0.069, -0.032, 0.136, 0.086, 0.085, 0.075, 0.078, 0.088, 0.083, -0.367, 0.015, -0.186, -0.043, -0.053, 0.131, 0.066, 0.086, 0.093, 0.081, 0.083, 0.082, -0.312, -0.022, -0.148, -0.030, -0.042, 0.099, 0.057, 0.076, 0.074, 0.072, 0.065, 0.076, -0.324, -0.016, -0.190, -0.056, -0.036, 0.143, 0.084, 0.094, 0.086, 0.100, 0.097, 0.070, -0.335, -0.002, -0.175, -0.056, -0.047, 0.097, 0.064, 0.053, 0.087, 0.090, 0.091, 0.084, -0.346, 0.013, -0.178, -0.046, -0.057, 0.139, 0.087, 0.087, 0.071, 0.069, 0.066, 0.082, -0.341, -0.004, -0.178, -0.060, -0.033, 0.135, 0.071, 0.080, 0.095, 0.095, 0.080, 0.065, -0.348, 0.004, -0.181, -0.062, -0.060, 0.137, 0.043, 0.100, 0.093, 0.070, 0.083, 0.101, -0.332, 0.017, -0.189, -0.077, -0.041, 0.137, 0.093, 0.085, 0.080, 0.080, 0.065, 0.092, -0.341, -0.007, -0.172, -0.034, -0.048, 0.118, 0.087, 0.064, 0.097, 0.091, 0.066, 0.089, -0.328, 0.022, -0.187, -0.062, -0.063, 0.132, 0.084, 0.089, 0.057, 0.085, 0.082, 0.087],
  "gap_ev": 8.50,
  "homo_energy_ev": -8.52,
  "de_lowest_kcal_mol": 0.0,
  "total_energy_ha": -3318.29150
}